The following is a DFT calculation (ωB97M-V/def2-TZVPD) of C8H12N4 in the gas phase.

For the LUMO energy, the calculation gives 0.0010 Eh. The gap between HOMO and LUMO is 7.9 eV. For the energy relative to the best compared isomer or geometry (same formula, charge and spin), the calculation gives 152.71 kcal/mol. The SMILES is C1C/N=N/CC/N=C2\CC\C2=N\1. Its total charge is 0.

Each line ends with the natural charge from an NBO analysis.
CARTESIAN COORDINATES (ANGSTROEM)
C  1.97  -1.50  -0.06  -0.47
H  3.71  -0.21  0.07  0.22
C  -1.01  2.32  -0.36  -0.27
C  -2.56  -0.82  0.05  -0.26
H  -0.60  2.15  -1.43  0.21
N  -2.15  1.47  -0.04  -0.21
H  -1.58  3.42  -0.23  0.20
H  -1.09  -2.37  -0.48  0.19
N  -1.80  0.33  -0.35  -0.11
H  -0.19  2.26  1.59  0.21
H  2.46  -1.86  0.91  0.23
H  -3.14  -1.02  -0.76  0.21
H  -3.25  -0.57  0.93  0.19
H  0.48  3.50  0.71  0.21
H  -1.50  -2.30  1.22  0.21
H  2.81  -0.13  -1.56  0.23
C  0.20  2.44  0.59  -0.29
N  1.58  1.89  0.24  -0.37
N  -0.41  -0.64  0.66  -0.36
C  0.83  -0.60  0.38  0.24
H  1.82  -2.22  -0.83  0.22
C  -1.31  -1.71  0.39  -0.24
C  1.74  0.64  0.22  0.26
C  2.77  -0.23  -0.48  -0.45



The following is a DFT calculation (ωB97M-V/def2-TZVPD) of 2 unconnected molecules or ions with the total composition C3H9FO2Si.

For the LUMO energy (spin up / spin down), the calculation gives -0.0137 / -0.0136 Eh. The gap between HOMO and LUMO (spin up / spin down) is 7.6 / 7.6 eV. For the energy relative to the best compared isomer or geometry (same formula, charge and spin), the calculation gives 88.88 kcal/mol. Its total charge is 0.

Each line ends with the natural charge from an NBO analysis.
CARTESIAN COORDINATES (ANGSTROEM)
O  1.49  -1.17  0.46  -0.94
H  2.09  0.77  -1.99  0.26
H  -0.13  -2.09  1.55  0.20
H  -0.45  -1.63  -0.19  0.22
H  0.54  -2.93  0.09  0.18
C  0.31  -2.01  0.49  -0.25
H  -3.32  1.35  0.30  0.15
Si  1.40  0.42  0.35  2.25
H  3.18  1.35  -0.94  0.25
H  -2.22  2.14  -0.83  0.12
H  -2.18  2.23  1.02  0.14
H  1.87  2.41  -0.93  0.28
O  -1.41  0.56  0.37  -0.85
C  2.15  1.35  -1.14  -1.14
C  -2.26  1.59  0.18  -0.23
F  1.84  1.14  1.69  -0.65



The following is a DFT calculation (ωB97M-V/def2-TZVPD) of C3H3Br2N in the gas phase.

For the LUMO energy (spin up / spin down), the calculation gives 0.0066 / -0.1702 Eh. The gap between HOMO and LUMO (spin up / spin down) is 7.2 / 6.3 eV. For the energy relative to the best compared isomer or geometry (same formula, charge and spin), the calculation gives 10.79 kcal/mol. The multiplicity is 3. Its total charge is 0.

Each line ends with the Mulliken spin population.
CARTESIAN COORDINATES (ANGSTROEM)
C  -0.31  -1.43  0.76  -0.03
H  0.03  1.79  -0.85  0.00
C  -0.18  1.09  0.02  0.00
H  0.55  1.59  0.80  0.00
Br  -0.59  -1.01  -2.01  0.14
H  -1.17  1.27  0.36  0.01
Br  2.23  -0.62  -0.39  1.29
C  0.15  -0.48  -0.25  0.48
N  -0.71  -2.20  1.56  0.11



The following is a DFT calculation (ωB97M-V/def2-TZVPD) of 5 unconnected molecules or ions with the total composition C42H52BBr2N6OS2.

For the LUMO energy, the calculation gives -0.1505 Eh. The gap between HOMO and LUMO is 6.4 eV. Its total charge is +1.

Each line ends with the Mulliken charge.
CARTESIAN COORDINATES (ANGSTROEM)
C  -3.54  -0.28  -1.69  -0.18
C  1.43  -3.76  4.59  -0.36
H  -2.91  -4.56  0.33  0.28
H  0.62  4.24  -11.00  0.38
H  -0.27  -0.57  -6.69  0.51
H  -0.99  0.04  4.74  -0.08
C  2.20  -1.07  4.60  1.71
C  -3.35  -0.27  4.12  -0.48
C  1.75  -4.65  5.89  -0.12
H  -2.69  -2.45  4.39  0.09
C  -0.41  -4.36  0.26  -0.93
S  -5.06  -0.74  3.54  -0.16
H  -0.86  -3.70  -0.58  0.29
H  1.41  0.33  3.15  0.40
H  -1.59  0.93  -5.21  0.45
H  -4.99  -0.64  2.14  0.07
H  3.61  -0.89  7.26  0.23
H  -2.56  -0.76  -1.67  0.49
H  2.79  4.20  -9.80  0.38
C  -0.53  0.36  -3.43  -0.85
H  0.46  -4.19  4.16  0.09
S  0.62  -1.08  0.53  -0.05
H  -7.01  1.43  -1.76  0.38
H  6.47  -1.74  3.42  0.35
H  3.03  2.86  -7.74  0.37
C  1.20  -2.23  5.10  -1.17
H  -3.20  -1.54  5.93  0.46
O  -2.80  -2.30  1.77  -0.32
H  -2.82  -1.48  1.20  0.11
C  -1.06  -1.01  5.21  -0.12
H  -1.29  2.92  -10.14  0.38
C  2.11  0.04  5.75  0.51
C  0.73  3.65  -10.10  -0.46
H  -6.43  -0.27  -3.46  0.38
H  -4.20  -1.36  -3.43  0.42
H  0.69  -4.03  0.36  0.21
C  -6.03  0.95  -1.74  -0.40
H  -1.11  1.01  -2.78  0.68
H  2.01  -1.89  -3.30  0.40
N  1.03  -5.72  6.22  -0.67
C  -5.11  1.29  -0.76  -0.59
C  1.23  1.35  5.65  -0.30
C  2.90  0.00  7.09  -0.31
N  1.47  -0.68  3.35  0.21
C  2.09  2.87  -8.26  -0.54
H  -2.76  0.03  3.18  0.06
C  2.85  1.06  8.20  -0.32
Br  4.69  -2.93  5.30  -0.05
C  1.54  6.02  -3.47  -0.34
H  2.22  -3.85  3.77  0.46
H  0.67  3.26  6.75  0.31
H  6.67  0.03  3.00  0.37
N  -1.16  -4.18  1.57  -0.12
C  -5.71  0.00  -2.70  -0.40
C  -0.20  2.14  -8.46  -0.19
H  2.63  -4.40  6.61  0.23
C  4.64  -0.40  3.88  0.18
H  -3.15  0.94  0.04  0.53
C  0.96  -1.31  -5.09  -0.46
H  -5.36  2.04  -0.01  0.39
H  1.54  -1.96  -5.73  0.41
C  0.48  -0.44  -2.89  0.21
C  -0.06  -0.53  -5.62  -0.48
H  -3.48  0.65  4.80  0.43
H  0.57  1.55  4.73  0.14
C  -2.46  -4.92  1.33  -0.84
B  -1.43  -2.71  1.77  1.02
Br  4.04  1.29  3.06  -0.14
H  -3.20  -4.83  2.19  0.29
C  0.82  3.99  -4.56  -0.09
C  -0.34  2.91  -9.62  -0.51
C  0.25  4.74  -5.58  -0.21
H  6.64  -0.47  4.84  0.30
C  1.47  4.63  -3.50  -0.55
H  -2.21  -6.03  1.17  0.32
C  1.95  3.63  -9.42  -0.41
H  0.77  2.91  -4.59  0.28
H  -0.12  6.72  -6.34  0.38
H  2.04  6.51  -2.64  0.35
C  -3.86  0.67  -0.73  -0.34
H  1.12  1.53  -6.88  0.34
H  1.91  4.04  -2.71  0.38
C  -2.61  -1.46  4.95  -0.48
N  2.03  2.21  8.07  -0.52
C  1.01  2.13  -7.79  -0.07
H  1.99  -1.28  0.68  0.16
C  6.24  -0.70  3.79  -1.13
C  -4.46  -0.62  -2.68  -0.65
C  0.28  -1.51  3.11  -1.14
H  -0.26  4.25  -6.40  0.40
C  3.77  -1.34  4.52  -0.83
H  0.68  -0.40  -1.83  0.04
N  -0.14  -1.92  4.45  0.62
H  3.51  0.91  9.13  0.33
H  -1.04  1.56  -8.09  0.29
C  -0.80  0.31  -4.79  -0.41
H  1.48  -6.10  7.09  0.30
C  1.31  2.30  6.85  -0.43
N  -0.22  -1.81  1.91  0.05
C  0.97  6.77  -4.49  -0.41
C  0.32  6.13  -5.55  -0.54
H  -0.45  -5.43  -0.13  0.34
H  1.05  -2.14  6.23  0.76
H  1.03  7.85  -4.47  0.37
C  1.22  -1.27  -3.72  -0.46
H  -0.91  -1.02  6.34  0.37



The following is a DFT calculation (ωB97M-V/def2-TZVPD) of 2 unconnected molecules or ions with the total composition C5H11O2S.

For the LUMO energy, the calculation gives 0.1240 Eh. The gap between HOMO and LUMO is 7.5 eV. For the energy relative to the best compared isomer or geometry (same formula, charge and spin), the calculation gives 18.02 kcal/mol. Its total charge is -1.

Each line ends with the natural charge from an NBO analysis.
CARTESIAN COORDINATES (ANGSTROEM)
H  -1.77  3.33  -2.15  0.20
C  0.82  -1.99  -0.38  -0.77
H  1.40  -2.86  -0.68  0.20
S  1.22  -1.80  1.38  0.13
H  -0.99  2.60  -3.47  0.19
H  0.45  0.45  1.05  0.27
H  -0.25  -2.11  -0.57  0.22
C  -1.39  2.36  -2.47  -0.73
C  -0.44  1.60  -1.54  0.75
O  -0.88  0.66  -0.85  -0.80
C  -1.25  -0.52  2.00  -0.67
O  0.73  2.06  -1.48  -0.79
H  0.92  -1.04  -0.91  0.27
C  0.26  -0.32  1.80  -0.54
H  -2.19  1.65  -2.72  0.19
H  -1.81  -1.29  1.48  0.22
H  0.71  -0.04  2.75  0.20
H  -1.56  -0.25  3.01  0.19
H  -1.72  0.29  1.38  0.25



The following is a DFT calculation (ωB97M-V/def2-TZVPD) of 4 unconnected molecules or ions with the total composition C53H44BrClO10S.

For the LUMO energy, the calculation gives -0.0412 Eh. The gap between HOMO and LUMO is 8.4 eV. The SMILES is CCCCCCCC[C@]1(Cl)OS(=O)(=O)O[C@]1(C)Br.O=C1c2ccccc2C(=O)c2ccccc21.O=C1c2ccccc2C(=O)c2ccccc21.O=C1c2ccccc2C(=O)c2ccccc21. Its total charge is 0.

Each line ends with the Mulliken charge.
CARTESIAN COORDINATES (ANGSTROEM)
C  1.46  7.10  -1.16  -0.41
C  -1.79  -4.90  8.49  -0.40
C  0.39  4.74  -3.87  0.49
H  2.82  3.91  2.51  0.30
C  2.25  -2.01  3.03  -0.27
C  -3.93  -4.21  3.85  0.10
C  -2.58  -3.95  4.41  0.28
C  -1.78  4.89  -7.55  -0.49
C  4.84  -1.96  3.55  -0.94
C  0.59  -0.09  -5.15  -0.52
H  -5.18  -4.48  -1.09  0.40
C  -0.36  4.81  -5.15  -0.03
C  -4.22  -3.83  2.55  -0.67
C  1.27  5.94  -1.89  -0.67
O  3.69  5.00  -0.42  -0.32
H  -2.33  4.92  -8.47  0.39
O  5.18  4.70  1.69  -0.35
C  -0.95  6.00  -5.58  0.45
H  -0.21  9.29  -3.14  0.47
C  -5.22  -4.42  -3.23  -0.70
C  0.00  7.19  -3.52  0.33
H  -2.13  6.95  -7.10  0.48
H  0.17  -4.11  8.12  0.41
O  -3.27  -2.90  -6.61  -0.68
H  1.58  -2.87  3.29  0.12
H  4.41  -1.77  4.57  0.32
H  -1.25  2.81  -7.74  0.46
H  -0.28  -3.58  5.76  0.66
H  5.66  -2.69  3.69  0.38
H  3.63  -3.67  3.06  0.40
H  -5.69  -3.77  1.00  0.48
C  -3.04  -5.19  7.95  -0.69
C  -1.64  -1.74  -5.38  0.23
C  -0.80  7.24  -4.77  0.61
C  3.69  -2.61  2.72  -0.90
H  6.46  -0.56  3.21  0.35
C  -0.07  -0.52  -4.01  -0.54
C  0.15  -0.50  -6.40  -0.38
C  3.69  3.58  3.12  -1.29
H  0.28  -0.20  -3.03  0.62
H  -3.81  -5.63  8.56  0.47
H  1.68  5.01  -1.53  0.77
C  0.20  8.35  -2.79  -0.60
C  -5.47  -4.08  2.01  -0.30
C  4.97  3.36  2.24  0.08
H  -3.47  -3.32  1.95  0.78
H  0.68  -0.17  -7.29  0.45
O  6.09  5.37  -0.70  -0.58
C  -6.44  -4.73  2.77  -0.70
C  -6.16  -5.11  4.08  -0.63
C  5.17  -0.30  1.51  -0.20
C  -3.30  -4.89  6.61  0.37
C  -2.84  -2.60  -5.51  0.63
H  4.13  -0.42  1.16  0.11
C  -1.86  -1.82  -2.89  0.43
C  0.55  5.98  -3.08  0.00
C  0.05  -1.22  1.88  -1.06
O  -1.71  -3.45  3.72  -0.62
H  3.87  -2.66  1.63  0.45
H  -0.29  -0.56  1.06  0.38
H  -0.19  -0.78  2.87  0.29
C  5.85  1.06  1.11  -1.33
H  4.98  0.27  3.67  0.11
C  -1.17  3.70  -7.13  -0.47
O  -1.32  8.27  -5.13  -0.68
C  4.90  2.29  1.09  1.26
C  5.36  -0.57  3.03  -0.33
H  -3.24  -2.97  -0.90  0.78
C  0.93  8.31  -1.61  -0.54
S  5.04  4.64  0.04  0.87
H  2.02  -0.26  1.77  -0.33
C  -0.47  3.66  -5.94  -0.57
Br  6.41  3.23  3.58  -0.11
H  2.27  -1.34  3.92  0.46
H  -6.08  -5.07  -3.32  0.41
H  6.73  1.19  1.76  0.59
H  2.02  7.07  -0.23  0.44
Cl  3.16  2.03  0.60  -0.11
O  0.86  3.69  -3.49  -0.72
H  6.24  0.95  0.08  0.34
C  -0.97  -1.31  -6.52  -0.81
H  -6.91  -5.62  4.67  0.47
C  -4.63  -5.22  6.03  0.62
H  -7.41  -4.94  2.35  0.40
C  1.61  -1.30  1.79  0.02
H  3.47  2.72  3.78  0.30
H  1.98  -1.80  0.88  0.41
C  -1.06  -4.03  6.37  -0.39
C  -3.02  -2.73  -3.02  0.08
C  -4.90  -4.84  4.63  0.21
H  -1.60  -5.12  9.53  0.39
H  -1.31  -1.62  -7.50  0.47
H  -5.00  -4.19  -5.36  0.47
C  -2.31  -4.30  5.82  0.05
C  -3.63  -3.24  -1.87  -0.77
C  -4.72  -4.08  -1.98  -0.18
O  -1.47  -1.47  -1.79  -0.71
H  5.75  -1.10  0.98  0.32
C  -1.66  6.03  -6.77  -0.62
H  3.93  4.46  3.77  0.47
H  -0.38  -2.24  1.79  0.20
O  -5.47  -5.77  6.71  -0.68
H  0.00  2.74  -5.62  0.60
H  1.09  9.22  -1.05  0.39
C  -3.51  -3.09  -4.28  0.33
C  -0.80  -4.33  7.70  -0.65
H  1.46  0.55  -5.06  0.42
C  -1.18  -1.35  -4.12  0.16
C  -4.62  -3.92  -4.38  -0.60
O  5.42  3.02  -0.06  -0.45



The max |F| results, record by record, are as follows: 5.05, 4.34, 5.62, 5.56, 2.97, 3.83 eV/Å.